C28H40N2O5V as an isolated structure in a non-equilibrium geometry, computed with ωB97M-V/def2-TZVPD.

Cartesian coordinates (Å):
1 V 2.86727 0.51383 -0.31095
2 C -3.32106 -1.95021 2.21780
3 C -2.17500 -2.23298 3.18859
4 C -2.52771 -1.61292 4.54823
5 C -2.03844 -3.75338 3.34718
6 C -0.85103 -1.64863 2.68905
7 C -0.74721 -0.94976 1.49221
8 C 0.49227 -0.45357 1.09882
9 N 0.84739 0.26070 -0.05340
10 C 0.06906 0.71753 -1.07544
11 C -1.33437 0.82358 -1.17736
12 C -1.88379 1.29317 -2.34228
13 C -1.02661 1.65215 -3.41198
14 C 0.35118 1.60632 -3.35733
15 C 0.88539 1.15759 -2.14291
16 O 2.18451 1.08412 -1.86745
17 C 1.25291 2.03759 -4.51241
18 C 0.44616 2.43753 -5.75071
19 C 2.17848 0.87745 -4.89817
20 C 2.09339 3.24527 -4.07497
21 C -3.39301 1.43932 -2.53554
22 C -4.17018 1.04664 -1.28008
23 C -3.73009 2.89740 -2.87785
24 C -3.84106 0.53121 -3.69014
25 C 1.63470 -0.70746 1.87070
26 O 2.77257 -0.23914 1.26432
27 C 1.57209 -1.37047 3.08043
28 C 0.29982 -1.81989 3.44956
29 C 2.74861 -1.65544 4.02302
30 C 4.08753 -1.09825 3.53245
31 C 2.45187 -1.02224 5.39115
32 C 2.89896 -3.17473 4.19039
33 H -4.23990 -2.39629 2.60325
34 H -3.13220 -2.38062 1.23110
35 H -3.49776 -0.87775 2.09960
36 H -3.49157 -1.99046 4.89910
37 H -2.59287 -0.52511 4.47400
38 H -1.78010 -1.85387 5.30634
39 H -2.98369 -4.18208 3.68984
40 H -1.26854 -4.01639 4.07467
41 H -1.77402 -4.22070 2.39591
42 H -1.60573 -0.82423 0.85729
43 H -1.95663 0.58335 -0.33534
44 H -1.48484 2.00117 -4.32540
45 H -0.18366 1.61997 -6.11031
46 H 1.13620 2.70117 -6.55404
47 H -0.18773 3.30780 -5.56345
48 H 1.59788 -0.00071 -5.19066
49 H 2.83794 0.59815 -4.07769
50 H 2.79933 1.17152 -5.74768
51 H 1.44930 4.08238 -3.79513
52 H 2.72919 3.56926 -4.90253
53 H 2.73442 3.00701 -3.22669
54 H -3.88833 1.65962 -0.42056
55 H -4.01850 -0.00432 -1.02057
56 H -5.23756 1.19302 -1.45588
57 H -3.40135 3.56979 -2.08189
58 H -4.80989 3.01273 -3.00046
59 H -3.25326 3.21676 -3.80624
60 H -3.59484 -0.51245 -3.48159
61 H -3.36161 0.80902 -4.63071
62 H -4.92230 0.60782 -3.83001
63 H 0.21333 -2.35451 4.38830
64 H 4.05969 -0.01544 3.41330
65 H 4.39457 -1.53255 2.58239
66 H 4.85115 -1.33685 4.27711
67 H 2.35251 0.06194 5.30209
68 H 3.27227 -1.23395 6.08135
69 H 1.53294 -1.40959 5.83542
70 H 3.10157 -3.65193 3.22889
71 H 2.00156 -3.63218 4.61185
72 H 3.73328 -3.39275 4.86150
73 O 4.29681 2.27389 -0.58462
74 N 5.24431 1.44298 -0.68018
75 O 6.37833 1.72217 -0.87528
76 O 4.85573 0.20090 -0.54136

Force components x, y, z for each atom (eV/Å):
-0.443 1.252 -0.472
-0.062 0.005 -0.022
0.038 0.051 -0.019
0.002 0.034 0.022
0.006 -0.036 -0.028
0.125 -0.063 0.149
0.189 0.143 -0.189
-0.167 0.089 -0.296
1.667 -0.131 0.285
-0.339 0.230 -0.610
0.574 -0.116 0.228
0.135 0.226 -0.614
-0.388 -0.028 0.087
0.053 0.070 0.083
-0.968 -0.150 0.174
0.427 -0.326 0.112
-0.064 0.003 0.075
-0.019 -0.005 0.018
0.043 -0.058 -0.072
0.028 0.066 -0.005
0.069 -0.007 -0.029
-0.051 -0.013 0.027
-0.011 0.033 0.016
-0.031 -0.016 -0.013
-0.066 0.184 -0.094
-0.164 -0.446 0.672
0.074 -0.070 0.226
-0.051 -0.086 0.143
-0.042 0.003 -0.052
0.052 -0.016 0.058
-0.015 0.021 0.025
-0.004 -0.036 -0.015
0.008 0.013 -0.012
-0.007 0.001 0.033
0.016 -0.033 0.008
0.024 -0.007 -0.020
-0.004 -0.025 -0.004
-0.010 0.015 -0.030
0.022 0.011 -0.007
-0.016 0.021 -0.020
-0.014 0.011 0.018
-0.015 0.011 0.012
-0.029 -0.035 0.033
-0.033 0.000 -0.013
0.028 0.013 0.024
0.004 0.002 0.014
0.017 -0.037 0.018
0.009 0.017 0.002
-0.026 0.001 -0.041
0.005 -0.013 0.011
0.010 -0.023 -0.008
0.002 0.000 0.015
-0.019 0.004 -0.022
-0.013 -0.002 -0.028
0.007 0.027 -0.012
0.008 -0.013 0.010
-0.013 -0.025 -0.020
0.019 0.000 0.001
-0.009 -0.017 0.038
-0.008 0.028 0.002
-0.009 -0.010 0.041
0.017 -0.002 0.000
0.010 0.018 -0.037
-0.010 -0.001 0.017
-0.008 -0.024 0.011
-0.009 0.015 -0.024
-0.001 -0.029 -0.001
-0.016 0.006 -0.022
0.041 0.009 -0.030
-0.005 0.014 0.023
0.030 0.029 -0.021
-0.016 0.009 -0.013
-0.461 -0.525 0.344
-0.296 -0.394 0.105
0.098 0.098 -0.041
0.073 0.033 -0.225

As for the spin multiplicity: 2. The calculation puts the HOMO-LUMO gap (alpha / beta) at 6.7 / 6.1 eV. The calculation puts the largest force on an atom at 1.696 eV/Å. Its energy above the lowest of the compared OMol25 structures with the same formula, charge and spin is 0.0000 eV.

=====

C28H41AsBrN2O3S4ScSi3 as an isolated structure, computed with ωB97M-V/def2-TZVPD.

Cartesian coordinates (Å):
1 Sc -0.11124 -1.77985 0.45826
2 O -5.54923 -1.12323 0.42135
3 C -5.28805 -1.46278 -0.88684
4 C -6.29357 -1.50349 -1.83925
5 C -5.99191 -1.86261 -3.14479
6 C -4.68892 -2.18009 -3.49212
7 C -3.69071 -2.12986 -2.52875
8 C -3.97065 -1.76386 -1.22189
9 C -2.87881 -1.76569 -0.17170
10 O -1.62979 -2.00487 -0.69105
11 N -2.84001 -0.43230 0.48899
12 N -1.73112 -0.28731 1.27519
13 C -1.73553 0.58279 2.20743
14 C -0.57797 0.90097 3.02990
15 Br 1.00498 -0.07836 2.66132
16 C -0.65591 1.81662 3.99975
17 C 0.35077 2.31056 4.94629
18 C 1.69142 2.51542 4.61874
19 C 2.57831 2.99966 5.56697
20 C 2.14496 3.28386 6.85368
21 C 0.80990 3.10142 7.18592
22 C -0.08008 2.63235 6.23577
23 H -6.49883 -1.03601 0.54363
24 H -7.31206 -1.25850 -1.55722
25 H -6.78108 -1.89817 -3.88420
26 H -4.45059 -2.47254 -4.50598
27 H -2.66933 -2.38748 -2.77230
28 H -3.12213 -2.52390 0.59070
29 H -3.71046 -0.19620 0.95621
30 H -2.63632 1.16051 2.41780
31 H -1.64894 2.23950 4.13372
32 H 2.04328 2.32164 3.61581
33 H 3.61394 3.15789 5.29625
34 H 2.84289 3.65546 7.59219
35 H 0.46098 3.33063 8.18399
36 H -1.12365 2.49782 6.49467
37 O 1.70560 -8.08448 2.73590
38 C 1.43189 -6.96464 2.39516
39 S 0.07988 -6.03095 3.05272
40 C 0.33213 -4.57542 2.10310
41 C 1.36197 -4.59028 1.24081
42 S 1.85592 -3.28348 0.17569
43 S 2.32531 -6.05628 1.16642
44 S -0.77868 -3.25239 2.39447
45 C -1.30642 2.57744 -0.55876
46 Si 0.53587 2.43149 -0.91221
47 C 1.50896 3.13354 0.52915
48 C 0.92875 3.40257 -2.46623
49 As 1.11000 0.15073 -1.14293
50 Si 3.48064 0.07096 -1.19084
51 C 4.06102 -0.07708 0.58039
52 C 3.99246 -1.41855 -2.19564
53 C 4.21769 1.62349 -1.94402
54 Si 0.38137 -0.34993 -3.33844
55 C 1.49713 0.41845 -4.63977
56 C 0.39170 -2.20773 -3.52375
57 C -1.34130 0.36580 -3.48662
58 H -1.46898 3.21055 0.31757
59 H -1.78150 1.61254 -0.37725
60 H -1.81993 3.04172 -1.40288
61 H 1.37362 4.21783 0.57060
62 H 2.57862 2.93009 0.44981
63 H 1.15165 2.71851 1.47243
64 H 0.70448 4.45846 -2.28956
65 H 0.30921 3.07134 -3.30099
66 H 1.97299 3.32336 -2.76418
67 H 3.68939 -1.00079 1.02903
68 H 3.72835 0.76843 1.18677
69 H 5.15365 -0.10269 0.60787
70 H 3.54804 -2.33448 -1.80368
71 H 5.07942 -1.52748 -2.14747
72 H 3.71516 -1.31702 -3.24584
73 H 3.96120 2.51850 -1.37459
74 H 3.90277 1.77309 -2.97803
75 H 5.30716 1.52958 -1.93696
76 H 2.55369 0.24064 -4.43824
77 H 1.34577 1.49566 -4.71689
78 H 1.26826 -0.02135 -5.61430
79 H 1.40870 -2.60286 -3.48094
80 H -0.03076 -2.47532 -4.49704
81 H -0.19454 -2.70094 -2.74829
82 H -1.31756 1.45671 -3.52346
83 H -1.96308 0.06053 -2.64391
84 H -1.82222 0.01210 -4.40264

Force components x, y, z for each atom (eV/Å):
0.065 -0.324 0.512
0.046 -0.013 0.008
-0.003 -0.006 -0.054
-0.020 0.009 0.014
0.012 -0.003 0.011
-0.003 0.005 -0.008
-0.010 -0.003 -0.001
0.022 0.013 0.016
-0.035 0.011 0.040
-0.251 -0.041 -0.173
0.038 0.004 0.018
-0.019 -0.029 0.029
-0.048 -0.030 -0.010
0.085 0.000 0.002
-0.025 0.047 -0.001
-0.026 -0.002 -0.055
0.028 0.017 0.068
-0.018 -0.008 -0.023
0.006 0.002 0.006
-0.004 -0.004 -0.007
0.009 0.009 0.003
-0.014 -0.017 -0.019
-0.053 0.006 0.013
0.000 -0.001 -0.002
-0.001 0.000 -0.001
0.004 0.001 0.003
0.016 -0.004 -0.006
0.004 0.007 -0.023
-0.017 0.007 0.002
0.007 -0.001 0.001
0.000 -0.002 -0.003
0.000 -0.017 -0.006
0.000 0.001 0.000
0.001 0.000 0.000
-0.001 -0.003 0.000
0.001 -0.001 0.001
0.007 0.014 0.007
-0.015 -0.015 -0.022
-0.010 0.026 -0.002
0.073 -0.077 -0.019
-0.036 -0.081 0.066
0.016 0.129 -0.043
-0.001 0.019 -0.002
-0.006 0.091 -0.077
0.029 -0.029 -0.031
-0.039 0.069 0.054
0.012 -0.025 -0.034
-0.030 -0.040 0.022
0.227 0.263 -0.251
0.071 0.009 0.010
-0.025 -0.010 -0.036
-0.024 0.026 0.042
-0.066 -0.018 -0.005
-0.013 -0.009 -0.091
-0.029 -0.003 0.052
0.024 0.057 -0.034
0.034 -0.035 0.020
0.013 0.009 0.007
0.001 0.050 -0.062
-0.002 -0.002 -0.012
-0.008 -0.002 -0.010
-0.017 0.008 0.015
-0.005 -0.029 0.019
0.002 -0.002 0.014
0.012 0.009 -0.004
0.055 -0.010 0.003
-0.002 -0.003 -0.002
-0.004 0.001 -0.005
0.004 0.001 -0.001
0.000 -0.003 -0.002
0.004 0.011 0.004
-0.006 -0.005 -0.008
-0.002 0.005 -0.015
-0.012 -0.006 -0.003
0.002 -0.006 -0.002
0.013 -0.026 -0.012
0.012 0.013 0.018
-0.012 0.000 -0.001
-0.009 -0.007 0.025
0.005 -0.001 0.002
-0.020 0.002 0.030
-0.006 -0.003 0.006
-0.014 0.003 0.014
0.004 -0.002 -0.003

The calculation puts the HOMO-LUMO gap at 5.9 eV. The calculation puts the largest force on an atom at 0.609 eV/Å. Its energy above the lowest of the compared OMol25 structures with the same formula, charge and spin is 0.0000 eV.